# C2H3O3S

A cluster of 2 separate species, C2H3O3S in total at a distorted geometry (ωB97M-V/def2-TZVPD, the Open Molecules 2025 dataset).

Calculated values
ΔE to the lowest compared entry with this formula, charge and spin (kJ/mol): 468.36
Charge: -1
Highest occupied orbital energy (eV): -4.484

Each line ends with the natural charge from an NBO analysis.
Element x y z (Å)
C1 1.39 -0.51 0.26  0.267
C2 0.35 0.34 0.55  -0.706
O1 -2.33 0.93 0.29  -0.958
O2 2.63 -0.37 0.17  -0.683
O3 -1.45 -1.31 -0.28  -1.008
S1 -1.19 0.11 -0.10  2.003
H1 0.92 -1.51 -0.17  0.116
H2 0.65 2.01 0.80  0.082
H3 -0.97 0.32 -1.52  -0.114


# C2H3O3S

A structure of composition C2H3O3S at a distorted geometry (ωB97M-V/def2-TZVPD, the Open Molecules 2025 dataset).

Calculated values
ΔE to the lowest compared entry with this formula, charge and spin (kJ/mol): 523.45
Charge: -1
Highest occupied orbital energy (eV): -3.156

Each line ends with the natural charge from an NBO analysis.
Element x y z (Å)
C1 -1.67 -0.83 1.47  -0.012
C2 -0.08 -0.43 -0.18  -0.345
O1 1.28 1.27 -2.07  -1.017
O2 2.84 0.84 -0.30  -1.013
O3 -1.23 0.00 0.50  -0.481
S1 1.45 1.29 -0.65  1.487
H1 -2.55 -0.41 2.09  0.052
H2 0.36 -1.29 0.30  0.169
H3 -0.39 -0.45 -1.16  0.161


# C2H3O3S2

The ion C2H3O3S2 with charge -1 at a distorted geometry (ωB97M-V/def2-TZVPD, the Open Molecules 2025 dataset).

Calculated values
ΔE to the lowest compared entry with this formula, charge and spin (kJ/mol): 201.88
Charge: -1
Highest occupied orbital energy (eV): -4.300

Each line ends with the natural charge from an NBO analysis.
Element x y z (Å)
C1 0.47 1.55 -0.28  0.231
C2 -0.28 0.28 -0.37  -0.773
O1 2.31 -0.30 1.46  -1.022
O2 2.64 -1.02 -0.85  -1.028
O3 2.10 1.51 -0.48  -0.794
S1 -0.07 3.01 0.20  -0.081
S2 2.93 0.01 0.17  1.686
H1 0.39 -0.38 0.33  0.305
H2 -1.31 0.41 -0.02  0.225
H3 -0.22 -0.21 -1.39  0.253